No. 1
The following is a quantum chemistry calculation of the molecule C4H8O3, from OMol25.

XYZ file:
```
15
Properties=species:S:1:pos:R:3:nbo_charge:R:1
O 2.613 -0.805 0.495 -0.70
O 0.535 -0.689 -0.703 -0.56
O -1.221 -1.445 1.055 -0.71
C -1.690 -0.413 0.222 -0.13
C 1.538 -0.025 0.128 0.24
C -0.512 1.415 -1.058 -0.48
C -0.558 0.161 -0.617 0.29
H -2.086 0.384 0.861 0.19
H 0.308 1.790 -1.663 0.21
H -2.515 -0.757 -0.422 0.18
H -0.601 -1.943 0.500 0.48
H 2.599 -0.909 1.455 0.48
H -1.284 2.120 -0.773 0.21
H 1.889 0.804 -0.487 0.15
H 0.984 0.311 1.007 0.15
```

Properties
Energy above the lowest of the compared OMol25 structures with the same formula, charge and spin (kJ/mol): 260.2
Kohn-Sham gap (eV): 10.31

***

No. 2
The following is a quantum chemistry calculation of a structure of composition C36H39IN2O2OsPS5, from OMol25.

XYZ file:
```
87
Properties=species:S:1:pos:R:3:mulliken_charge:R:1
Os 0.059 0.393 -0.158 0.79
I -1.025 0.877 -2.577 -0.46
S 3.104 3.021 -1.062 0.33
S 2.173 1.371 1.220 -0.20
S 3.255 5.484 -2.628 -0.12
S 2.919 5.518 0.359 -0.08
S 1.814 4.421 2.777 0.07
P 1.511 -1.367 -1.017 1.36
O -1.201 1.958 0.706 -0.31
O -0.008 3.577 -0.253 -0.36
N -3.939 -1.566 0.081 0.30
N -3.240 3.294 1.276 0.12
C -0.717 -1.183 3.707 -0.60
C 2.540 4.137 1.250 0.06
C 3.536 0.847 -3.794 -1.00
C 2.835 -0.555 -1.941 0.98
C 0.008 -3.350 -4.268 -0.77
C 2.589 2.861 0.567 0.02
C 0.790 -2.482 -3.528 -0.70
C 2.536 0.162 -3.088 -0.12
C -1.473 -2.349 3.576 -1.34
C 4.830 0.790 -3.320 -0.66
C -2.124 4.132 0.728 -0.05
C -3.986 -0.151 0.265 -0.83
C 2.298 -2.507 0.149 0.22
C -2.697 4.835 -0.521 -0.96
C -4.825 -2.261 0.996 -1.05
C 2.600 3.330 3.942 -0.81
C 0.657 -2.468 -2.136 0.88
C -1.781 -1.846 1.220 1.01
C 3.058 4.736 -1.207 0.00
C -1.000 -4.183 -2.235 -0.65
C -0.985 3.178 0.349 0.44
C -0.433 -0.419 2.584 -0.95
C -0.219 -3.326 -1.479 -1.10
C -2.018 -2.636 2.332 -0.30
C -4.366 3.318 0.291 -0.38
C 5.129 0.076 -2.169 -0.68
C 2.220 -2.320 1.527 -0.08
C -3.734 3.780 -0.990 -0.12
C 3.725 -4.419 0.505 -0.71
C 2.898 -3.186 2.394 -0.89
C -0.872 -0.803 1.295 1.07
C -2.600 -2.080 -0.027 -1.66
C 3.652 -4.226 1.909 -0.61
C 4.167 -0.611 -1.477 -0.75
C 3.046 -3.573 -0.326 0.08
C -0.873 -4.208 -3.619 -0.83
H -2.600 -3.172 -0.255 0.20
H 3.045 -3.818 -1.411 0.32
H -2.792 2.344 1.342 -0.04
H 2.859 -2.982 3.455 0.47
H -3.153 2.956 -1.469 -0.23
H -1.776 4.921 1.434 0.36
H -4.811 -3.318 0.767 0.31
H 6.158 0.057 -1.854 0.43
H -0.276 -3.364 -0.393 0.64
H -1.624 -2.944 4.439 0.49
H 2.434 2.293 3.766 0.21
H 4.179 -4.889 2.577 0.42
H -3.537 0.229 1.196 0.14
H 2.119 3.592 4.892 0.38
H -4.994 0.227 0.167 0.54
H 3.276 1.408 -4.676 0.46
H -4.410 4.252 -1.686 0.55
H -3.376 0.330 -0.550 0.18
H -1.765 -4.787 -1.759 0.43
H -5.128 4.067 0.626 0.38
H -2.709 -3.486 2.180 0.47
H -2.172 -1.580 -0.914 -0.08
H 0.073 0.532 2.675 0.56
H 5.587 1.334 -3.840 0.45
H 3.673 3.595 4.075 0.33
H -5.844 -1.929 0.855 0.36
H -4.808 2.335 0.234 0.07
H 1.499 0.246 -3.434 0.01
H -1.450 -4.924 -4.207 0.39
H 4.394 -1.211 -0.593 0.36
H 0.117 -3.422 -5.324 0.50
H 1.714 -1.458 1.914 0.34
H 1.486 -1.840 -4.033 0.50
H -3.214 5.784 -0.182 0.37
H 4.390 -5.142 0.106 0.48
H -4.566 -2.101 2.048 0.39
H -1.893 5.068 -1.219 0.44
H -3.548 3.593 2.190 0.40
H -0.391 -0.816 4.672 0.47
```

Properties
⟨S²⟩: 6.049
Energy above the lowest of the compared OMol25 structures with the same formula, charge and spin (kJ/mol): 0.0
Kohn-Sham gap (spin up / spin down) (eV): 6.60 / 5.10
2S+1: 5
Net charge: +1

***

No. 3
The following is a quantum chemistry calculation of a cluster of 2 separate species, C5H14O in total, from OMol25.

XYZ file:
```
20
Properties=species:S:1:pos:R:3:nbo_charge:R:1
O 3.193 -2.185 3.324 -0.94
C -2.060 0.296 -0.507 -0.39
C -2.131 0.375 -2.018 -0.61
C -0.727 -0.291 0.000 -0.39
C 0.571 0.183 -0.694 -0.42
C 1.531 0.974 0.231 -0.61
H -2.903 -0.321 -0.184 0.20
H 0.450 0.793 -1.589 0.21
H 1.702 2.021 -0.045 0.20
H 1.010 -0.758 -1.023 0.20
H 3.472 -1.853 4.174 0.47
H 1.072 0.989 1.219 0.19
H -3.103 0.697 -2.394 0.21
H -0.643 -0.013 1.053 0.19
H 2.535 0.540 0.230 0.21
H -1.893 -0.590 -2.461 0.20
H -0.728 -1.376 -0.070 0.20
H -1.484 1.141 -2.423 0.20
H -2.149 1.273 -0.039 0.19
H 2.283 -1.894 3.218 0.47
```

Properties
Energy above the lowest of the compared OMol25 structures with the same formula, charge and spin (kJ/mol): 65.5
Kohn-Sham gap (eV): 11.77

***

No. 4
The following is a quantum chemistry calculation of the ion C16H23O4PS with charge -2, from OMol25.

XYZ file:
```
45
Properties=species:S:1:pos:R:3:nbo_charge:R:1
S -0.392 -0.605 -2.322 0.16
P 1.298 0.109 0.398 1.44
O 2.335 -1.214 2.616 -0.82
O 1.906 0.959 2.921 -0.79
O 2.448 1.442 0.212 -1.02
O 0.440 -2.625 0.132 -0.56
C -1.082 1.035 1.935 -0.28
C -2.025 3.265 2.001 -0.28
C 1.948 -0.084 2.219 0.52
C -1.003 3.656 1.145 -0.24
C -1.992 0.125 -1.929 -0.54
C 4.982 -0.268 -1.085 -0.50
C 0.055 -1.343 0.659 -0.41
C 2.639 -1.181 -0.313 -0.89
C -0.061 2.738 0.684 -0.27
C 0.759 0.482 -1.438 -0.89
C 3.930 -0.656 -0.659 0.24
C -2.046 1.929 2.391 -0.23
C -0.058 1.395 1.055 -0.09
C -0.511 -3.622 0.386 -0.04
C -1.370 -3.920 -0.850 -0.64
C -2.149 1.583 -2.355 -0.62
H -3.209 1.794 -2.520 0.18
H -1.711 -4.957 -0.809 0.17
H 0.026 -1.477 1.742 0.19
H -2.825 1.590 3.064 0.18
H 5.902 0.235 -1.226 0.20
H -2.719 -0.480 -2.466 0.20
H 0.368 1.493 -1.556 0.20
H 2.822 -1.962 0.423 0.28
H -0.983 -1.103 0.393 0.15
H -1.647 1.742 -3.306 0.20
H -1.158 0.030 2.325 0.20
H -0.932 4.693 0.836 0.18
H 0.688 3.130 0.011 0.19
H 2.307 1.917 -0.610 0.44
H -2.774 3.961 2.354 0.18
H 1.658 0.466 -2.050 0.22
H -1.177 -3.316 1.194 0.16
H 2.263 -1.676 -1.207 0.22
H -2.213 0.023 -0.868 0.22
H -2.217 -3.246 -0.905 0.20
H -0.741 -3.813 -1.729 0.22
H -1.803 2.276 -1.597 0.23
H 0.024 -4.520 0.702 0.15
```

Properties
Kohn-Sham gap (eV): 4.72
Net charge: -2